Entry from the Open Molecules 2025 dataset: an isolated molecule of C3H3N5 at a distorted geometry (ωB97M-V/def2-TZVPD).

Calculated values
HOMO, eV: -9.387
F_max, hartree/bohr: 0.1396
Structure (SMILES): [H]/N=c1/ncncnn1
Energy relative to the best compared isomer or geometry (same formula, charge and spin), kJ/mol: 396.3
Gap between HOMO and LUMO, eV: 8.146

```
11
Properties=species:S:1:pos:R:3:forces:R:3
H -2.49613 0.58694 0.98093 0.5 -1.9 -0.6
N -2.09052 -0.34963 0.62881 -2.5 2.1 2.1
C -1.18479 -0.10276 -0.14917 4.1 2.0 -2.1
N -0.41086 -1.00378 -0.84836 2.7 -2.9 1.0
C 0.82104 -1.37292 -0.37096 -4.9 -0.4 -5.2
N 1.41002 -0.58573 0.54703 1.2 4.2 0.1
C 1.25404 0.76326 0.38782 0.1 -2.0 0.4
N 0.51365 1.68487 -0.51413 -2.5 -4.3 1.1
N -0.70057 1.29065 -0.67004 0.7 0.6 -0.2
H 1.19092 -2.37702 -1.08025 -0.2 3.2 2.9
H 1.69321 1.46611 1.08832 0.6 -0.7 0.4
```
Positions in Å, forces in eV/Å.